Record 1
C5H9N | ωB97M-V with the def2-TZVPD basis set

The value obtained for the energy above the lowest of the compared OMol25 structures with the same formula, charge and spin is 318.0 kJ/mol. The value obtained for the gap between HOMO and LUMO is 7.68 eV. The charge is 0. The calculation puts the calculated total energy at -250.5458 Eh. The HOMO energy is -6.58 eV. As for the spin multiplicity: 1. Its largest force on an atom is 0.28 eV/Å.

The geometry in XYZ format:
```
15
C5H9N ωB97M-V with the def2-TZVPD basis set
N 0.818 -0.365 -0.289
C 0.883 -0.153 -1.599
C -1.616 0.449 -0.220
C 1.811 -0.603 0.562
C -0.996 0.763 1.115
C -0.513 -0.400 0.313
H 2.816 -0.712 0.174
H -0.352 1.634 1.164
H 1.862 -0.118 -2.052
H -1.557 0.572 2.024
H -2.606 0.004 -0.272
H 1.595 -0.635 1.620
H -0.747 -1.394 0.673
H -1.373 1.120 -1.035
H -0.026 -0.161 -2.178
```

Löwdin population analysis, charges in e, atoms 1 to 5: N -0.272; C -0.016; C -0.108; C -0.030; C -0.089

Record 2
C2H16NO5 | ωB97M-V with the def2-TZVPD basis set

The value obtained for the energy above the lowest of the compared OMol25 structures with the same formula, charge and spin is 146.7 kJ/mol. The value obtained for the gap between HOMO and LUMO is 8.59 eV. The charge is +1. The calculation puts the calculated total energy at -516.4774 Eh. The HOMO energy is -13.08 eV. As for the spin multiplicity: 1. Its largest force on an atom is 1.24 eV/Å.

The geometry in XYZ format:
```
24
C2H16NO5 ωB97M-V with the def2-TZVPD basis set
O 1.015 0.031 -4.032
O 0.910 -0.100 1.858
O -3.821 3.677 -0.063
O 4.510 0.699 -4.071
O 1.139 2.532 0.877
N -1.173 -1.852 1.911
C -2.264 -1.456 2.406
C -0.735 -3.230 1.752
H 1.865 2.488 1.500
H 3.604 0.809 -4.378
H 1.389 2.906 0.031
H -0.462 -3.408 0.728
H 5.025 0.463 -4.848
H -3.193 3.372 -0.722
H 0.284 -0.271 -3.472
H 1.534 0.048 2.570
H -1.447 -3.983 2.063
H 1.247 -0.789 -4.489
H -0.377 -1.205 1.757
H -4.199 4.498 -0.411
H -2.483 -0.403 2.521
H -3.057 -2.171 2.628
H 0.134 -3.383 2.391
H 0.556 0.731 1.493
```

Löwdin population analysis, charges in e, atoms 1 to 5: O -0.062; O -0.037; O -0.068; O -0.062; O -0.039

Record 3
C21H39N3O9Ti | ωB97M-V with the def2-TZVPD basis set

The value obtained for the gap between HOMO and LUMO (alpha / beta) is 2.67 / 8.46 eV. The charge is 0. The calculation puts the calculated total energy at -2514.3926 Eh. The HOMO energy (alpha / beta) is -2.22 / -8.04 eV. As for the expectation value of S²: 6.01. As for the spin multiplicity: 5. Its largest force on an atom is 4.40 eV/Å.

The geometry in XYZ format:
```
73
C21H39N3O9Ti ωB97M-V with the def2-TZVPD basis set
Ti -0.610 -0.382 -0.248
O 1.872 2.545 -0.878
O 0.553 0.953 -1.903
O 1.201 -1.764 -0.683
O -2.801 -0.949 -4.176
O 0.990 -0.588 3.634
O -2.216 1.327 0.299
O -1.418 -1.039 -2.432
O -1.453 -1.699 1.399
O 0.458 0.332 1.599
N 2.887 -3.218 -0.996
N -0.876 -3.710 2.300
N -2.033 3.211 1.583
C 1.994 4.107 -2.524
C 3.354 -0.919 -0.023
C 0.142 1.664 3.676
C 0.538 0.514 2.838
C -0.941 3.813 0.833
C -3.653 1.502 2.186
C -1.596 -0.885 -3.650
C -0.517 -0.736 -4.737
C -0.135 -4.246 1.162
C 0.962 1.349 4.903
C 1.393 2.895 -3.122
C -1.374 -0.393 -5.919
C -1.511 -2.511 2.336
C 2.632 3.669 -1.234
C 2.104 -4.333 -1.570
C 0.859 -0.207 4.965
C 1.190 1.998 -1.998
C -2.266 -2.299 3.637
C -2.570 1.997 1.231
C -2.753 -0.949 -5.587
C 2.417 -2.021 -0.630
H 0.215 -0.001 -4.402
H -3.370 1.428 3.236
H 0.013 3.412 1.176
H -0.987 4.899 0.909
H -2.209 -3.206 4.240
H 0.327 2.640 3.227
H 0.007 -1.679 -4.891
H 1.615 -0.571 5.662
H -3.326 -2.064 3.541
H 3.043 0.036 -0.446
H 2.105 -5.169 -0.871
H 2.072 2.390 -3.810
H -0.612 -5.199 0.933
H 3.168 -0.944 1.050
H 1.131 4.760 -2.389
H 0.422 1.657 5.798
H 1.995 1.689 4.965
H 1.052 -4.060 -1.642
H -3.536 -0.285 -5.951
H -1.707 -1.546 4.193
H 0.544 3.107 -3.771
H -4.032 0.530 1.870
H -4.495 2.194 2.209
H -2.222 3.570 2.508
H -0.854 -4.237 3.161
H 2.675 4.569 -3.239
H -1.436 0.694 -5.985
H 4.419 -1.115 -0.148
H -1.081 3.483 -0.197
H -0.145 -0.493 5.277
H -0.239 -3.714 0.216
H -0.877 -0.752 -6.820
H 2.408 -4.701 -2.551
H -2.961 -1.930 -6.015
H -0.927 1.614 3.881
H 3.671 3.350 -1.317
H 0.933 -4.427 1.284
H 3.825 -3.415 -0.676
H 2.554 4.459 -0.487
```

Löwdin population analysis, charges in e, atoms 1 to 5: Ti 1.026; O -0.077; O -0.099; O -0.062; O 0.064

Record 4
C3H3ClNO2 | ωB97M-V with the def2-TZVPD basis set

The value obtained for the energy above the lowest of the compared OMol25 structures with the same formula, charge and spin is 350.0 kJ/mol. The value obtained for the gap between HOMO and LUMO (alpha / beta) is 7.90 / 7.90 eV. The charge is -1. The calculation puts the calculated total energy at -781.4632 Eh. The HOMO energy (alpha / beta) is -4.31 / -4.31 eV. As for the spin multiplicity: 1. Its largest force on an atom is 7.06 eV/Å.

The geometry in XYZ format:
```
10
C3H3ClNO2 ωB97M-V with the def2-TZVPD basis set
Cl -2.848 0.966 -0.122
O 2.966 0.346 -0.043
O 0.647 0.291 0.174
N 1.859 -0.239 -0.066
C 1.677 -1.749 -0.030
C 0.325 -1.882 0.055
C -0.259 -0.686 0.217
H -0.128 -2.890 -0.069
H -1.383 -0.257 0.283
H 2.554 -2.397 -0.310
```

Löwdin population analysis, charges in e, atoms 1 to 5: Cl -0.520; O -0.094; O 0.067; N -0.271; C 0.008

Record 5
C3H6S | ωB97M-V with the def2-TZVPD basis set

The value obtained for the energy above the lowest of the compared OMol25 structures with the same formula, charge and spin is 200.7 kJ/mol. The value obtained for the gap between HOMO and LUMO is 8.31 eV. The charge is 0. The calculation puts the calculated total energy at -515.9894 Eh. The HOMO energy is -8.61 eV. As for the spin multiplicity: 1. Its largest force on an atom is 4.28 eV/Å.

The geometry in XYZ format:
```
10
C3H6S ωB97M-V with the def2-TZVPD basis set
S 1.934 -0.658 0.097
C -1.438 -0.678 -0.602
C 2.581 0.794 -0.019
C -1.909 -0.201 0.555
H -1.569 -1.662 -0.865
H 1.965 1.579 0.340
H -1.770 0.733 0.928
H -0.957 0.051 -1.396
H 3.679 0.813 -0.262
H -2.516 -0.771 1.225
```

Löwdin population analysis, charges in e, atoms 1 to 5: S 0.623; C -0.108; C -0.573; C -0.077; H 0.007

Record 6
C4H8O2 | ωB97M-V with the def2-TZVPD basis set

The value obtained for the energy above the lowest of the compared OMol25 structures with the same formula, charge and spin is 269.6 kJ/mol. The value obtained for the gap between HOMO and LUMO is 10.06 eV. The charge is 0. The calculation puts the calculated total energy at -307.6097 Eh. The HOMO energy is -9.28 eV. As for the spin multiplicity: 1. Its largest force on an atom is 1.73 eV/Å.

The geometry in XYZ format:
```
14
C4H8O2 ωB97M-V with the def2-TZVPD basis set
O -2.333 0.443 -1.699
O 1.402 -1.606 0.271
C 1.158 -0.884 1.410
C -0.560 1.850 -0.880
C 1.769 -1.017 2.580
C -1.435 1.481 -1.794
H 0.239 2.565 -0.962
H 1.654 -2.500 0.475
H -1.996 -0.056 -0.915
H -0.763 1.509 0.139
H 0.327 -0.225 1.193
H -1.346 1.859 -2.805
H 1.502 -0.375 3.404
H 2.436 -1.850 2.765
```

Löwdin population analysis, charges in e, atoms 1 to 5: O -0.017; O -0.014; C -0.279; C -0.008; C 0.008